No. 1
# C34H88O29P6

A cluster of 10 separate species, C34H88O29P6 in total in a non-equilibrium geometry (wB97M-V/def2-TZVPD, OMol25).

The value obtained for the molar mass is 1146.9 g/mol. The maximum force is 3.7 eV/A. Its total energy is -151803.91360 eV. The frontier orbital gap comes out at 9.74 eV. The calculation puts the HOMO energy at -9.4 eV.

ORCA input file:
```
! RIJCOSX wB97M-V def2-TZVPD def2/J DEFGRID3
* xyz 0 1
C -3.9300 -15.8269 -18.4875
O -4.0100 -14.3905 -18.5142
P -3.5558 -13.6156 -19.8486
O -4.4626 -13.6561 -21.0203
O -3.3208 -12.1223 -19.2050
C -4.3549 -11.1333 -19.1983
O -2.0677 -14.2961 -20.1073
C -1.1281 -13.6801 -20.9101
H -4.9083 -16.2873 -18.3495
H -3.4779 -16.0648 -17.5247
H -3.3317 -16.3877 -19.2056
H -4.0728 -10.2222 -19.7259
H -4.6054 -10.7821 -18.1973
H -5.3299 -11.4561 -19.5634
H -0.4972 -13.0745 -20.2595
H -1.5068 -13.0799 -21.7374
H -0.4902 -14.4146 -21.4018
C -3.1050 -5.8866 -29.6084
O -3.1979 -7.3129 -29.5136
P -4.5371 -7.9907 -28.8774
O -5.7812 -7.8050 -29.6475
O -4.1273 -9.5254 -28.5756
C -3.1222 -9.8808 -27.5830
O -4.5863 -7.3494 -27.3942
C -5.4693 -7.8862 -26.3919
H -3.0630 -5.5554 -30.6460
H -2.1385 -5.6168 -29.1827
H -3.9386 -5.3208 -29.1925
H -3.6556 -10.4607 -26.8298
H -2.7776 -8.9861 -27.0645
H -2.2560 -10.3351 -28.0640
H -5.9392 -7.1819 -25.7054
H -4.9313 -8.6836 -25.8793
H -6.3885 -8.2224 -26.8717
C -12.1726 -13.6522 -20.5854
O -11.3387 -13.8665 -21.7449
P -9.8093 -13.2084 -21.7640
O -9.0390 -13.6329 -22.9726
O -9.9749 -11.5830 -21.5640
C -10.5539 -10.8601 -22.6225
O -9.1116 -13.7080 -20.3868
C -8.0168 -12.9245 -19.9047
H -13.0572 -14.2874 -20.5397
H -12.3850 -12.6211 -20.3028
H -11.5864 -14.0093 -19.7387
H -9.9510 -9.9617 -22.7548
H -11.5875 -10.6080 -22.3856
H -10.5100 -11.3616 -23.5893
H -8.4766 -12.2376 -19.1941
H -7.4553 -12.3549 -20.6451
H -7.2787 -13.5699 -19.4284
C -1.5166 -9.3087 -24.0064
O -0.8400 -10.3378 -23.2713
P 0.4249 -9.9897 -22.2827
O 1.5892 -9.5458 -23.0408
O -0.1193 -8.8491 -21.2447
C -1.3528 -9.0526 -20.6125
O 0.5745 -11.3731 -21.3985
C 1.4949 -11.3397 -20.3099
H -2.1903 -8.7914 -23.3232
H -2.0348 -9.7644 -24.8502
H -0.8360 -8.5497 -24.3922
H -2.0970 -8.4080 -21.0803
H -1.2227 -8.6664 -19.6015
H -1.7464 -10.0688 -20.6316
H 2.0988 -10.4468 -20.1485
H 2.2159 -12.1550 -20.3705
H 0.8300 -11.4186 -19.4498
C -11.7830 -5.7340 -25.4356
O -11.3608 -6.7602 -26.3622
P -10.4587 -7.9468 -25.7902
O -9.3780 -7.6069 -24.8335
O -9.9980 -8.6737 -27.1560
C -9.1844 -8.1008 -28.1238
O -11.5292 -8.9903 -25.1406
C -12.6780 -9.3970 -25.9307
H -10.9557 -5.4346 -24.7921
H -12.6986 -5.9034 -24.8689
H -11.8920 -4.8135 -26.0091
H -8.5479 -8.8899 -28.5242
H -8.6975 -7.2043 -27.7400
H -9.8238 -7.7751 -28.9442
H -13.1914 -10.2068 -25.4121
H -12.4270 -9.7548 -26.9292
H -13.3864 -8.5886 -26.1117
C -7.1694 -13.0784 -29.2211
O -6.0696 -13.0688 -28.3489
P -5.7367 -14.3123 -27.2919
O -6.1674 -15.6696 -27.8048
O -4.1199 -14.0853 -26.9745
C -3.1205 -14.0222 -27.9992
O -6.4922 -13.8697 -25.9647
C -6.4461 -14.7094 -24.8581
H -7.6978 -14.0317 -29.2117
H -6.8716 -12.8409 -30.2424
H -7.7811 -12.2725 -28.8155
H -3.6333 -13.9557 -28.9587
H -2.5885 -14.9729 -28.0364
H -2.4409 -13.2018 -27.7687
H -7.4251 -15.1619 -24.7007
H -6.1635 -14.1581 -23.9613
H -5.7264 -15.5090 -25.0336
C -7.9174 -10.9266 -25.6830
O -7.0587 -9.9120 -25.1450
C -6.8364 -10.0070 -23.6949
C -5.7675 -11.1010 -23.3088
O -4.5992 -11.0275 -24.1847
C -3.5600 -11.8941 -23.7136
H -7.5489 -11.9316 -25.4778
H -8.0144 -10.7327 -26.7513
H -8.9398 -10.8008 -25.3266
H -7.7591 -10.2169 -23.1538
H -6.5219 -9.0511 -23.2761
H -6.1781 -12.1106 -23.3197
H -5.4591 -11.0203 -22.2665
H -2.7674 -11.9767 -24.4573
H -3.8980 -12.9200 -23.5679
H -3.1287 -11.5147 -22.7873
C -9.4568 -6.1781 -20.5350
C -8.8310 -7.5845 -20.4581
C -9.9661 -8.3512 -19.8293
O -11.0835 -7.7819 -20.4663
C -10.8716 -6.4170 -20.9834
H -8.8520 -5.4251 -21.0400
H -9.5730 -5.7667 -19.5323
H -7.9251 -7.6219 -19.8531
H -8.5911 -7.8874 -21.4773
H -10.0420 -8.1024 -18.7708
H -9.8896 -9.4380 -19.8636
H -11.5233 -5.6411 -20.5818
H -10.9446 -6.4813 -22.0690
C -6.0684 -5.6487 -23.1108
C -5.7968 -4.7921 -21.8566
C -4.9808 -5.6570 -20.9577
O -4.1577 -6.3050 -21.9265
C -4.7704 -6.3961 -23.2462
H -6.1738 -5.0065 -23.9852
H -6.9272 -6.3182 -23.0633
H -6.8135 -4.5612 -21.5388
H -5.3072 -3.8302 -22.0085
H -5.4707 -6.4742 -20.4283
H -4.3095 -5.0999 -20.3042
H -5.0294 -7.4024 -23.5752
H -4.1120 -5.8731 -23.9399
C -10.6712 -12.5047 -26.9301
C -10.5357 -13.7521 -26.0979
C -11.0497 -14.9389 -26.8995
O -11.9959 -14.3481 -27.8013
C -11.4465 -13.0572 -28.1581
H -9.7040 -12.1157 -27.2484
H -11.2224 -11.7557 -26.3616
H -11.0161 -13.7095 -25.1204
H -9.4696 -13.8198 -25.8814
H -11.5442 -15.6975 -26.2928
H -10.2726 -15.4613 -27.4575
H -12.2879 -12.3764 -28.2874
H -10.8026 -13.0761 -29.0374
*
```

***

No. 2
# C12H27BrN2O5P

A cluster of 3 separate species, C12H27BrN2O5P in total in a non-equilibrium geometry (wB97M-V/def2-TZVPD, OMol25).

The value obtained for the molar mass is 390.2 g/mol. The maximum force is 5.5 eV/A. Its total energy is -105420.78855 eV. The frontier orbital gap comes out at 7.22 eV. The calculation puts the HOMO energy at -11.1 eV.

ORCA input file:
```
! RIJCOSX wB97M-V def2-TZVPD def2/J DEFGRID3
* xyz 1 1
C 6.8433 -4.9958 1.8045
C 6.2759 -4.0844 1.3279
N 5.6490 -2.9961 0.6770
C 6.0050 -1.6892 1.3707
C 6.9208 -0.8766 0.4166
O 8.0701 -1.0193 0.3547
Br 5.9759 0.4233 -0.6877
P 3.8746 -3.2831 0.4099
N 3.5690 -3.2189 -1.1062
O 3.4823 -4.7105 0.9485
O 3.0259 -2.2448 1.2009
H 7.5693 -5.7508 1.9863
H 6.0808 -2.9747 -0.2536
H 6.5304 -1.8627 2.3048
H 5.1478 -1.0548 1.5907
H 4.3675 -3.0074 -1.6938
H 3.2997 -5.2594 0.1711
H 2.2594 -1.9340 0.6814
C -1.7411 -0.1585 -1.2995
C -1.2338 -1.1404 -0.2611
O -0.1067 -0.6677 0.4680
C -0.2977 0.5292 1.2113
C -1.3837 0.4299 2.2667
H -0.9483 0.0963 -2.0049
H -2.5743 -0.5923 -1.8529
H -2.0915 0.7708 -0.8487
H -0.9080 -2.0541 -0.7603
H -2.0333 -1.4322 0.4268
H -0.4858 1.3683 0.5346
H 0.6561 0.7350 1.7007
H -2.3628 0.2367 1.8275
H -1.4495 1.3617 2.8288
H -1.1686 -0.3840 2.9613
C -5.6539 3.3255 -3.0245
C -5.1360 2.3454 -1.9869
O -4.0120 2.8182 -1.2629
C -4.2023 4.0082 -0.5167
C -5.2838 3.9031 0.5444
H -4.8646 3.5849 -3.7317
H -6.4861 2.8861 -3.5755
H -6.0079 4.2522 -2.5714
H -4.8067 1.4348 -2.4891
H -5.9335 2.0482 -1.2973
H -4.3957 4.8508 -1.1890
H -3.2469 4.2139 -0.0320
H -6.2653 3.7092 0.1101
H -5.3490 4.8326 1.1110
H -5.0631 3.0867 1.2345
*
```

***

No. 3
# C4H7NO

The molecule C4H7NO in a non-equilibrium geometry (wB97M-V/def2-TZVPD, OMol25).

The value obtained for the molar mass is 85.1 g/mol. The maximum force is 1.1 eV/A. Its total energy is -7794.94082 eV. The frontier orbital gap (spin up / spin down) comes out at 7.49 / 7.49 eV. The calculation puts the HOMO energy (spin up / spin down) at -8.4 / -8.4 eV. As for the energy relative to the best compared isomer or geometry (same formula, charge and spin): 453.8 kJ/mol.

ORCA input file:
```
! RIJCOSX wB97M-V def2-TZVPD def2/J DEFGRID3
* xyz 0 1
O -1.1992 1.1452 -0.1787
C -0.8177 0.0065 -0.7117
C -0.2644 -0.2086 -1.9319
C 0.6071 1.0214 0.8581
C 0.1731 -0.3317 1.2992
N -0.6785 -0.9801 0.3064
H 0.1285 -1.1870 -2.2150
H -0.2776 0.5505 -2.7036
H 1.1443 1.5503 1.6644
H 0.7704 1.3753 -0.1389
H 1.0179 -0.9821 1.5657
H -0.3564 -0.1407 2.2437
H -0.2474 -1.8189 -0.0577
*
```

***

- Which formula does entry 1 have?
  C34H88O29P6